one:
Here is a 3-piece molecular cluster, C3H9N3O2 overall from the Open Molecules 2025 dataset. Energies are from ωB97M-V/def2-TZVPD.

Its charge is 0. As for the SMILES: N#[N+][O-].CC(C)=N.O. Its frontier orbital gap is 10.742 eV.

Cartesian coordinates (Å):
N1 2.53 0.41 -0.37
N2 3.28 -0.36 -0.11
O1 4.07 -1.18 0.01
C1 0.01 0.13 -1.28
C2 0.27 0.31 0.21
C3 0.29 1.68 0.79
N3 0.36 -0.68 1.01
H1 0.36 -0.77 -1.59
H2 -1.09 0.18 -1.62
H3 0.33 0.98 -1.93
H4 -0.69 1.98 1.04
H5 0.50 2.54 0.16
H6 0.80 1.52 1.78
H7 0.46 -0.46 1.99
O2 -1.29 -3.03 0.08
H8 -0.75 -2.60 0.73
H9 -0.86 -2.79 -0.69


two:
Here is C3H9N3O2 as an isolated structure from the Open Molecules 2025 dataset. Energies are from ωB97M-V/def2-TZVPD.

Its charge is 0. Its frontier orbital gap is 9.917 eV.

Cartesian coordinates (Å):
C1 -0.25 -1.92 0.20
C2 1.20 0.94 -1.11
N1 -0.66 -0.67 -0.36
N2 0.36 0.65 0.04
C3 -1.47 0.27 0.23
N3 1.06 0.43 1.24
O1 -1.83 1.32 -0.56
O2 -2.25 -0.22 1.07
H1 -2.79 1.27 -0.69
H2 0.75 1.13 1.91
H3 2.07 0.48 1.16
H4 -1.03 -2.27 0.88
H5 0.67 -1.85 0.79
H6 -0.02 -2.62 -0.60
H7 1.74 1.87 -0.94
H8 1.91 0.13 -1.30
H9 0.55 1.08 -1.97


three:
Here is a 3-piece molecular cluster, C3H9N3O2 overall from the Open Molecules 2025 dataset. Energies are from ωB97M-V/def2-TZVPD.

Its charge is 0. As for the SMILES: N#[N+][O-].CC(C)=N.O. Its frontier orbital gap is 11.085 eV.

Cartesian coordinates (Å):
N1 -2.21 -0.62 -1.05
N2 -2.51 -1.67 -0.86
O1 -2.83 -2.76 -0.72
C1 0.15 1.51 0.36
C2 0.97 0.34 -0.08
C3 2.12 0.64 -0.99
N3 0.65 -0.80 0.35
H1 -0.90 1.28 0.25
H2 0.35 1.72 1.41
H3 0.39 2.40 -0.22
H4 2.74 -0.24 -1.16
H5 2.74 1.43 -0.57
H6 1.73 0.99 -1.95
H7 1.24 -1.57 0.04
O2 -1.74 -1.22 1.79
H8 -2.02 -0.32 2.00
H9 -0.85 -1.13 1.40


Relative energies, unit kJ/mol: one 132.6; two 186.3; three 0.0


one:
Here is C3H9N3O2 as an isolated structure from the Open Molecules 2025 dataset. Energies are from ωB97M-V/def2-TZVPD.

Its charge is 0. Its frontier orbital gap is 9.287 eV.

Cartesian coordinates (Å):
C1 -1.56 -0.18 -0.81
N1 -0.77 0.73 0.02
C2 -0.32 0.07 1.45
O1 -0.76 -1.03 1.73
H1 -1.28 1.60 0.19
H2 -0.19 0.90 2.16
H3 -2.52 -0.39 -0.33
H4 -1.02 -1.12 -0.91
H5 -1.71 0.27 -1.79
N2 1.65 -1.27 0.41
C3 0.72 1.12 -0.64
O2 1.36 0.05 0.85
N3 1.10 0.73 -1.77
H6 2.53 -1.50 0.87
H7 0.93 -1.86 0.82
H8 0.86 -0.23 -2.01
H9 0.98 2.09 -0.23


two:
Here is one molecule with the formula C3H9N3O2 from the Open Molecules 2025 dataset. Energies are from ωB97M-V/def2-TZVPD.

Its charge is 0. As for the SMILES: CN/N=C(\CO)NO. Its frontier orbital gap is 9.052 eV.

Cartesian coordinates (Å):
C1 1.98 -0.98 -0.55
N1 1.07 -0.24 -1.45
N2 0.63 0.99 -0.80
C2 -0.53 0.81 -0.23
C3 -1.47 -0.36 -0.16
O1 -0.86 -1.20 0.80
N3 -1.00 1.87 0.52
O2 -1.34 1.45 1.89
H1 2.73 -0.34 -0.14
H2 2.35 -1.83 -1.09
H3 1.37 -1.34 0.31
H4 1.58 0.06 -2.28
H5 -1.48 -0.90 -1.10
H6 -2.50 -0.10 0.06
H7 -1.60 -1.29 1.47
H8 -0.28 2.59 0.59
H9 -0.64 0.83 2.18


three:
Here is a 2-piece molecular cluster, C3H9N3O2 overall from the Open Molecules 2025 dataset. Energies are from ωB97M-V/def2-TZVPD.

Its charge is 0. Its frontier orbital gap (spin up / spin down) is 8.187 / 8.186 eV.

Cartesian coordinates (Å):
C1 -0.82 0.44 0.68
C2 -2.51 -0.64 -0.55
N1 1.03 1.59 -0.14
N2 0.06 1.45 0.76
C3 1.78 -0.54 0.43
N3 2.44 -0.80 -0.73
O1 -1.46 0.32 -0.52
O2 2.27 -0.38 1.52
H1 0.61 1.41 -1.06
H2 0.41 1.63 1.70
H3 3.39 -0.46 -0.79
H4 1.95 -0.83 -1.61
H5 0.56 -0.77 0.41
H6 -1.37 0.21 1.59
H7 -2.85 -0.71 -1.58
H8 -3.34 -0.32 0.09
H9 -2.14 -1.61 -0.20


four:
Here is one molecule with the formula C3H9N3O2 from the Open Molecules 2025 dataset. Energies are from ωB97M-V/def2-TZVPD.

Its charge is 0. As for the SMILES: C[C@](N)(O)NC(N)=O. Its frontier orbital gap is 10.078 eV.

Cartesian coordinates (Å):
C1 -0.89 -1.39 -1.35
C2 -0.82 -0.26 -0.33
N1 -1.56 -0.60 0.86
O1 -1.36 0.89 -0.90
N2 0.61 -0.04 0.00
C3 0.97 1.04 0.73
N3 2.37 1.03 0.80
O2 0.23 1.76 1.36
H1 -1.94 -1.57 -1.58
H2 -0.45 -2.30 -0.95
H3 -0.38 -1.09 -2.26
H4 -1.20 -1.44 1.29
H5 -1.50 0.16 1.53
H6 -1.33 1.59 -0.23
H7 1.53 -0.36 -0.45
H8 2.76 1.67 1.47
H9 2.97 0.92 -0.01


Relative energies, unit kJ/mol: one 493.0; two 436.8; three 442.9; four 0.0


one:
Here is a 2-piece molecular cluster, C3H9N3O2 overall from the Open Molecules 2025 dataset. Energies are from ωB97M-V/def2-TZVPD.

Its charge is 0. As for the SMILES: CC(=O)O.N=C(N)N. Its frontier orbital gap is 9.664 eV.

Cartesian coordinates (Å):
C1 1.62 0.26 -1.35
C2 0.61 0.14 -2.47
O1 -0.60 0.33 -2.35
O2 1.22 -0.32 -3.66
H1 1.63 1.32 -1.07
H2 2.57 -0.04 -1.61
H3 1.19 -0.26 -0.51
H4 0.56 -0.45 -4.36
N1 0.37 -0.81 2.11
C3 -0.83 -0.34 2.03
N2 -1.31 0.81 2.62
N3 -1.71 -0.98 1.13
H5 0.95 -0.25 2.78
H6 -0.71 1.22 3.29
H7 -2.14 1.28 2.24
H8 -2.28 -0.32 0.60
H9 -1.14 -1.62 0.59


two:
Here is a 2-piece molecular cluster, C3H9N3O2 overall from the Open Molecules 2025 dataset. Energies are from ωB97M-V/def2-TZVPD.

Its charge is 0. As for the SMILES: [H]/N=C(\CC)[N+](=O)[O-].N. Its frontier orbital gap is 9.586 eV.

Cartesian coordinates (Å):
H1 0.00 -1.27 -2.44
N1 -0.87 -1.14 -1.84
C1 -0.55 -0.99 -0.64
C2 0.85 -1.30 -0.03
C3 1.61 0.04 0.04
N2 -1.59 -0.78 0.39
O1 -1.46 -1.15 1.57
O2 -2.62 -0.25 0.02
H2 0.71 -1.64 0.92
H3 1.40 -2.10 -0.55
H4 2.70 -0.12 -0.19
H5 1.18 0.79 -0.58
H6 1.55 0.34 1.06
N3 -0.66 2.21 0.38
H7 -0.18 3.10 0.41
H8 -0.41 1.67 1.21
H9 -1.67 2.58 0.24


Relative energies, unit kJ/mol: one 0.0; two 442.1


one:
Here is a 2-piece molecular cluster, C4H14N3O overall from the Open Molecules 2025 dataset. Energies are from ωB97M-V/def2-TZVPD.

Its charge is +1. Its frontier orbital gap is 11.410 eV.

Cartesian coordinates (Å):
C1 1.99 -2.24 -1.84
O1 1.13 -2.25 -0.67
H1 0.74 -3.14 -0.66
H2 1.56 -1.92 -2.78
H3 2.52 -3.16 -1.93
H4 2.70 -1.46 -1.46
C2 -0.70 1.99 -0.04
C3 -0.83 1.94 -1.57
C4 -0.55 0.09 1.57
N1 -0.26 0.58 0.37
N2 -1.41 0.74 2.38
N3 0.12 -0.93 2.09
H5 -0.15 2.85 0.32
H6 -1.71 2.11 0.31
H7 -1.27 0.99 -1.90
H8 0.10 1.99 -2.12
H9 0.37 0.04 -0.22
H10 -2.29 1.14 2.02
H11 -1.47 0.47 3.35
H12 0.95 -1.35 1.66
H13 -0.12 -1.29 2.99
H14 -1.44 2.83 -1.86


two:
Here is a 3-piece molecular cluster, C4H14N3O overall from the Open Molecules 2025 dataset. Energies are from ωB97M-V/def2-TZVPD.

Its charge is +1. Its frontier orbital gap is 5.424 eV.

Cartesian coordinates (Å):
C1 2.17 -0.66 0.13
C2 0.93 -1.32 0.67
C3 -0.35 -0.81 0.01
C4 -0.40 -0.11 -1.20
N1 -1.65 0.16 -1.75
N2 -1.51 -1.31 0.54
N3 2.00 0.80 -0.02
H1 3.07 -0.85 0.75
H2 2.40 -1.07 -0.86
H3 0.81 -2.41 0.51
H4 0.69 -1.10 1.71
H5 0.53 0.23 -1.67
H6 -2.34 -1.15 -0.03
H7 -1.92 1.08 -1.41
H8 -1.83 0.11 -2.75
H9 -1.68 -0.84 1.43
H10 0.11 1.17 1.30
H11 2.90 1.25 0.21
H12 1.33 1.14 0.70
H13 -1.95 2.64 0.36
H14 -1.25 1.37 0.92
O1 -2.06 1.68 0.46


Relative energies, unit kJ/mol: one 0.0; two 637.9


one:
Here is a 2-piece molecular cluster, C3H13N4 overall from the Open Molecules 2025 dataset. Energies are from ωB97M-V/def2-TZVPD.

Its charge is +1. Its frontier orbital gap is 10.733 eV.

Cartesian coordinates (Å):
C1 -2.05 0.30 -1.41
C2 0.60 -0.52 -1.29
C3 -1.45 -0.05 -0.12
N1 -1.92 0.24 1.14
N2 2.24 0.86 1.14
N3 -0.23 -0.62 -0.11
N4 0.29 -1.14 1.08
H1 -1.64 -0.31 -2.12
H2 -1.92 1.33 -1.87
H3 -3.09 0.19 -1.27
H4 1.61 -0.68 -0.92
H5 0.30 -1.24 -2.12
H6 0.67 0.39 -1.74
H7 -2.85 0.73 1.23
H8 -1.34 -0.24 1.81
H9 2.49 0.92 2.11
H10 1.46 1.56 0.85
H11 1.09 -0.64 1.35
H12 0.44 -2.17 0.95
H13 3.16 0.99 0.68


two:
Here is a 3-piece molecular cluster, C3H13N4 overall from the Open Molecules 2025 dataset. Energies are from ωB97M-V/def2-TZVPD.

Its charge is +1. Its frontier orbital gap is 9.004 eV.

Cartesian coordinates (Å):
C1 -2.60 -1.36 -0.86
C2 3.22 -0.04 0.90
C3 2.49 0.44 -1.29
N1 -2.10 1.62 1.17
N2 -1.45 -0.61 -0.46
N3 2.12 0.11 -0.13
N4 -0.39 -1.22 -0.23
H1 -2.62 -2.54 -1.03
H2 -3.38 -1.30 -0.17
H3 -2.96 -0.91 -1.84
H4 2.93 0.35 1.88
H5 3.18 -1.12 0.94
H6 4.21 0.32 0.63
H7 3.40 0.38 -1.75
H8 1.79 0.44 -2.10
H9 -2.75 1.44 1.93
H10 -2.60 2.17 0.50
H11 -1.64 0.37 0.26
H12 0.42 -0.61 0.07
H13 -1.27 2.07 1.59


Relative energies, unit kJ/mol: one 0.0; two 242.6


one:
Here is a 2-piece molecular cluster, C3H13N4 overall from the Open Molecules 2025 dataset. Energies are from ωB97M-V/def2-TZVPD.

Its charge is +1. Its frontier orbital gap is 10.677 eV.

Cartesian coordinates (Å):
C1 -0.76 -2.24 -0.99
C2 -0.03 -1.28 -0.07
C3 0.20 0.01 -0.65
N1 0.53 1.43 2.70
N2 0.04 1.20 0.19
N3 0.27 0.22 -1.95
N4 0.38 1.61 -2.40
H1 -0.08 -2.86 -1.57
H2 -1.57 -2.84 -0.51
H3 -1.36 -1.60 -1.79
H4 0.98 -1.65 0.27
H5 -0.73 -1.23 0.86
H6 1.46 1.72 2.69
H7 0.22 0.53 3.02
H8 0.08 1.14 1.34
H9 0.36 2.09 -0.19
H10 0.28 -0.59 -2.68
H11 1.00 1.68 -3.19
H12 -0.28 1.97 3.04
H13 -0.66 2.06 -2.52


two:
Here is a 2-piece molecular cluster, C3H13N4 overall from the Open Molecules 2025 dataset. Energies are from ωB97M-V/def2-TZVPD.

Its charge is +1. Its frontier orbital gap is 10.511 eV.

Cartesian coordinates (Å):
C1 1.35 -0.44 1.55
N1 1.09 -1.34 0.32
C2 -0.01 -2.30 0.54
H1 2.24 0.19 1.35
H2 0.48 0.21 1.65
H3 1.46 -1.03 2.47
H4 1.99 -1.90 0.20
H5 0.72 -0.71 -0.54
H6 0.25 -2.87 1.55
H7 -0.03 -3.10 -0.22
H8 -0.92 -1.79 0.62
N2 -1.85 1.88 -1.82
C3 -0.72 1.51 -1.11
N3 -0.37 2.32 -0.08
N4 0.07 0.49 -1.42
H9 -2.40 1.14 -2.23
H10 -2.40 2.62 -1.39
H11 -1.08 2.93 0.34
H12 0.36 2.01 0.55
H13 -0.22 0.15 -2.34


Relative energies, unit kJ/mol: one 220.4; two 0.0